{
  "formula": "C5H5ClN2O2",
  "method": "ωB97M-V/def2-TZVPD",
  "elements": ["C", "C", "C", "C", "C", "N", "N", "O", "O", "Cl", "H", "H", "H", "H", "H"],
  "coordinates": [[-1.5268, 0.8475, 0.4558], [-1.4757, 1.6781, 1.2876], [-1.5205, -0.1953, -0.4618], [0.7560, -0.9276, -0.5665], [1.4807, 0.3343, 0.0633], [-0.5532, -0.8014, -0.9591], [2.8661, -0.1051, 0.3603], [2.9272, -1.0860, 1.0804], [3.7953, 0.4622, -0.1207], [1.6749, 1.8292, -0.9498], [0.9055, 0.3469, 0.9898], [-1.3962, 2.4535, 2.1008], [-2.5187, -0.5336, -0.7678], [1.3892, -1.0594, -1.5184], [1.0837, -1.7735, 0.1457]],
  "forces_ev_per_angstrom": [[0.338, -0.571, -0.125], [0.195, 3.391, 3.458], [-1.387, -0.583, -0.941], [4.546, 0.943, -1.705], [-0.747, -0.227, -0.422], [-0.830, -2.299, -0.221], [-0.256, -0.681, 0.707], [0.151, -0.190, 0.314], [0.953, 0.258, -0.267], [-1.269, -1.147, 0.882], [0.650, 1.516, 0.242], [-0.221, -1.383, -1.573], [0.156, 0.321, -0.330], [-0.952, -0.420, 1.085], [-1.326, 1.072, -1.104]],
  "lumo_ev": -0.1894,
  "charge": 0,
  "fmax_ev_per_a": 4.95,
  "smiles": "C#C/C=N\\C[C@H](Cl)[N+](=O)[O-]",
  "e_homo_ev": -9.922,
  "de_lowest_kj_mol": 701.8,
  "total_energy_ha": -913.47682
}

***

{
  "formula": "C10H13BeCaClCsF6I2K2N3O11PS",
  "method": "ωB97M-V/def2-TZVPD",
  "elements": ["C", "C", "I", "C", "I", "O", "C", "O", "N", "C", "C", "O", "O", "C", "N", "H", "H", "H", "H", "H", "H", "H", "H", "H", "H", "Be", "F", "P", "F", "F", "F", "F", "F", "C", "O", "O", "O", "K", "Cl", "Cs", "O", "S", "O", "O", "O", "K", "C", "C", "N", "H", "H", "H", "Ca"],
  "coordinates": [[-1.3885, 1.3026, -0.1069], [-0.6470, -0.0298, -0.1362], [-0.4916, -0.5321, -2.2229], [0.7941, 0.2104, 0.4379], [1.9090, 1.2758, -1.0639], [1.4473, -1.0195, 0.7141], [2.3955, -0.9548, 1.6642], [3.5019, -0.6365, 1.4253], [2.1125, -1.2703, 3.0681], [1.4689, -2.6047, 3.0932], [-0.0193, -2.6365, 2.8519], [-0.6915, -2.8358, 4.0573], [1.1834, -0.2350, 3.5681], [1.3742, -0.0920, 4.8180], [1.2747, 0.3075, 5.9366], [-2.0828, 1.3205, -0.9281], [-1.9702, 1.4479, 0.7985], [-0.6244, 2.1096, -0.2467], [-1.1666, -0.7936, 0.4051], [0.6671, 0.8244, 1.3128], [1.6992, -3.1321, 4.0683], [1.9605, -3.2019, 2.2823], [-0.2158, -3.4318, 2.1489], [-0.3803, -1.7504, 2.3731], [-1.4441, -2.2516, 4.0342], [-1.5078, 3.7233, -0.0814], [-0.2988, 1.6857, -3.8678], [0.2534, 2.4991, -5.2452], [-1.3086, 3.0246, -5.1734], [1.4527, 3.0421, -4.2157], [0.5833, 3.9566, -5.9220], [-0.1154, 2.0118, -6.7759], [1.2570, 1.1611, -5.4065], [-0.2605, 6.1241, -0.6713], [0.8913, 6.2352, -0.1937], [-1.3023, 5.4171, 0.0096], [-0.6458, 6.5644, -1.7236], [2.8688, 5.6551, 0.1711], [5.1400, 0.3731, 0.1218], [0.2215, -2.3860, -4.3188], [-1.3682, -8.6306, -3.9095], [-0.8329, -8.1384, -5.2176], [0.2730, -9.0074, -5.6456], [-0.3390, -6.7564, -5.0675], [-1.9054, -8.1688, -6.2200], [-2.3696, -10.3953, -2.9240], [-2.1288, 3.9772, 4.1986], [-3.5692, 4.0481, 4.3479], [-4.7395, 4.0973, 4.4654], [-1.8277, 4.4822, 3.2812], [-1.6404, 4.4577, 5.0420], [-1.8155, 2.9352, 4.1552], [3.5795, -3.5305, 2.5572]],
  "forces_ev_per_angstrom": [[-1.072, 0.769, 0.253], [1.965, 0.868, -0.623], [-1.710, 0.484, 2.899], [-0.802, 0.088, -1.653], [0.758, 1.005, 0.785], [-1.603, -0.554, 0.615], [-0.345, 0.906, 0.588], [1.481, -1.761, 0.388], [-0.418, -0.740, -0.928], [-0.803, 0.200, 0.736], [-0.357, -0.699, -0.139], [0.277, -0.092, 0.238], [0.103, -1.135, -1.384], [-0.958, 2.663, 5.626], [0.714, -1.776, -3.711], [-0.410, 0.221, -0.413], [-0.024, -0.044, 0.570], [0.340, 0.077, -0.185], [-0.396, -0.400, 0.185], [0.336, 0.178, 0.562], [-0.329, 0.404, -0.523], [-3.993, 1.234, -0.282], [-0.198, -0.581, -0.238], [0.231, 0.725, -0.330], [-0.553, 0.091, 0.463], [1.089, 5.119, -0.161], [0.018, -0.482, -0.390], [0.289, 1.208, -1.375], [0.606, 0.255, 0.465], [-0.818, -0.223, 0.578], [0.238, -0.811, -0.197], [-0.576, -0.272, 0.727], [0.210, 0.226, 0.390], [0.345, 1.093, -2.266], [-2.738, -0.407, 1.150], [-0.683, -6.384, 1.128], [-0.551, 0.215, -0.438], [2.874, -0.617, 0.324], [1.296, 1.045, -0.921], [0.844, -2.125, -3.026], [0.348, 0.681, -0.149], [-0.022, -0.025, -0.112], [0.022, -0.020, 0.085], [0.066, 0.338, 0.250], [-0.051, -0.018, 0.048], [-0.297, -0.588, 0.107], [0.189, -0.013, -0.109], [-3.774, 0.157, 0.393], [3.488, -0.198, -0.400], [0.046, 0.111, 0.010], [0.060, 0.025, 0.027], [0.044, -0.042, 0.073], [5.205, -0.378, 0.289]],
  "lumo_ev": -6.9097,
  "charge": 1,
  "fmax_ev_per_a": 6.52,
  "e_homo_ev": -8.376,
  "total_energy_ha": -5686.79597
}

***

{
  "formula": "C9H11O2",
  "method": "ωB97M-V/def2-TZVPD",
  "elements": ["C", "C", "C", "C", "C", "C", "C", "H", "H", "H", "H", "H", "H", "H", "H", "C", "C", "O", "O", "H", "H", "H"],
  "coordinates": [[-0.5221, 0.3015, -3.3417], [-0.7951, -0.1631, 0.4714], [-0.5587, -0.4109, -0.8878], [-1.2345, 1.0847, 0.8376], [-0.8336, 0.5114, -1.8836], [-1.4223, 2.0639, -0.1386], [-1.2815, 1.7829, -1.4853], [-0.5095, -1.0111, 1.0721], [-0.2294, -1.3655, -1.2330], [-1.3218, 1.3682, 1.8784], [-1.9649, 2.9696, 0.1199], [-0.4521, -0.7427, -3.6242], [0.3684, 0.8389, -3.6533], [-1.4333, 2.5461, -2.2409], [-1.3954, 0.6096, -3.9257], [1.6882, -2.0938, 2.6653], [2.2822, -0.6530, 2.4890], [3.3686, -0.4370, 3.0459], [1.5894, 0.0928, 1.7503], [1.1125, -2.0986, 3.5916], [2.5109, -2.8094, 2.6538], [1.0339, -2.3846, 1.8387]],
  "forces_ev_per_angstrom": [[-1.016, -0.419, -0.061], [0.618, -0.756, -1.528], [-0.872, 0.370, -0.394], [0.324, 0.437, 0.345], [0.475, 1.060, 0.326], [-1.414, -0.209, -0.143], [0.543, -0.568, -0.028], [-0.287, 0.518, 0.820], [0.384, -0.679, 0.158], [-0.157, -0.173, 0.032], [0.603, 0.250, 0.218], [0.486, -0.354, 0.247], [0.043, 0.047, -0.104], [-0.193, 0.041, 0.060], [0.227, 0.492, -0.115], [0.299, 0.222, -0.321], [-0.557, -0.488, -0.922], [0.184, 0.146, 0.315], [0.336, 0.201, 0.421], [0.133, -0.325, 0.111], [-0.034, -0.085, 0.519], [-0.122, 0.270, 0.045]],
  "lumo_ev": 3.3250,
  "charge": -1,
  "fmax_ev_per_a": 1.81,
  "e_homo_ev": -3.955,
  "de_lowest_kj_mol": 64.0,
  "total_energy_ha": -500.06819
}